# 1
Below is a cluster of 2 separate species, C5H5BFNO3 in total in a non-equilibrium geometry, with properties calculated with wB97M-V/def2-TZVPD.

As for the spin multiplicity: 1. Its energy above the lowest of the compared OMol25 structures with the same formula, charge and spin is 306.21 kJ/mol. The calculation puts the frontier orbital gap at 6.57 eV.

Geometry (Å):
F 4.13 1.32 1.13
O 1.80 0.89 -2.26
O -0.36 1.68 -2.14
O -2.45 0.30 -0.77
N 2.02 1.51 0.39
C 0.86 1.58 -0.18
C -0.80 0.05 1.16
C 0.71 1.39 -1.60
C -0.19 0.24 2.31
C 2.85 0.92 1.04
B -1.80 -0.18 0.25
H 0.19 2.37 0.20
H -1.88 1.04 -1.19
H -0.21 -0.39 3.13
H 1.48 0.90 -3.23
H 0.53 1.00 2.30


# 2
Below is a structure of composition C5H5Br3N2OS2 in a non-equilibrium geometry, with properties calculated with wB97M-V/def2-TZVPD.

As for the spin multiplicity: 1. Its energy above the lowest of the compared OMol25 structures with the same formula, charge and spin is 302.64 kJ/mol. The calculation puts the frontier orbital gap at 7.88 eV.

Geometry (Å):
Br -2.10 2.05 1.24
Br -4.47 0.68 -0.40
Br -0.98 -3.13 0.81
S -1.80 -0.41 -0.31
S 0.94 0.32 -1.60
O -2.15 -1.21 -1.62
N 0.54 -0.04 0.91
N 1.80 0.31 0.81
C 2.21 0.55 -0.39
C -0.06 -0.10 -0.24
C -2.59 1.15 -0.41
C 3.57 0.97 -0.74
C -2.00 -1.56 1.15
H 3.57 2.02 -1.05
H -3.05 -1.80 1.24
H -1.59 -1.04 2.02
H 3.97 0.37 -1.56
H 4.21 0.87 0.14


# 3
Below is a cluster of 2 separate species, C5H5BrN4S2 in total in a non-equilibrium geometry, with properties calculated with wB97M-V/def2-TZVPD.

As for the spin multiplicity: 1. Its energy above the lowest of the compared OMol25 structures with the same formula, charge and spin is 348.64 kJ/mol. The calculation puts the frontier orbital gap (alpha / beta) at 6.91 / 5.90 eV.

Geometry (Å):
Br 4.23 -0.32 0.19
S 1.47 0.64 -0.84
S -2.95 2.24 1.39
N 0.08 -0.16 -0.95
N -2.09 2.44 0.06
N 0.38 -1.59 0.94
N -0.98 2.83 -0.14
C 1.65 -1.23 1.03
C -0.30 -1.10 -0.12
C -1.55 -1.86 -0.51
C 0.15 2.93 -0.49
C 2.37 -0.48 0.12
H -2.51 -1.52 -0.01
H -1.49 -2.87 0.00
H 0.70 3.81 -0.79
H -1.37 -1.91 -1.65
H 2.22 -1.85 1.78


> Which formula does entry 1 have?

C5H5BFNO3